1.
Formula: C16H34N2O3S2Si
Source: the Open Molecules 2025 dataset
Level of theory: ωB97M-V/def2-TZVPD

```
58
Properties=species:S:1:pos:R:3
C -3.8208 3.7855 -0.8819
N -2.9784 2.6046 -1.1879
C -3.7583 1.4759 -1.6648
C -2.1856 2.2309 -0.0325
O -2.6922 1.7919 0.9448
C -0.7275 2.4910 -0.1773
Si 0.3822 1.8567 1.2311
C -0.1874 0.2688 2.0692
C 0.0533 -0.9978 1.2281
C -0.3112 -0.8132 -0.2305
S -0.5854 -2.4944 -0.9386
C 0.0885 -2.4933 -2.6041
S 1.2897 -3.5199 -2.9222
N -0.4453 -1.7097 -3.6429
C -1.6833 -2.2540 -4.1778
C -2.0212 -1.4541 -5.4612
O -1.1796 -0.3374 -5.5965
C -1.2761 0.4446 -4.4439
C -0.6054 -0.3120 -3.2693
H -3.6841 4.5162 -1.6678
H -4.8620 3.4896 -0.8827
H -3.5397 4.2044 0.0738
H -4.4440 1.0778 -0.9133
H -4.3742 1.8333 -2.4818
H -3.1369 0.6941 -2.0814
H -0.3600 2.1639 -1.1389
H -0.6270 3.5758 -0.2044
H 1.6957 1.5490 0.6085
H 0.6753 2.8970 2.2434
H 0.4503 0.1531 2.9412
H -1.1946 0.3088 2.4545
H 1.0583 -1.3724 1.3534
H -0.6005 -1.7681 1.6276
H 0.4819 -0.3491 -0.7979
H -1.2519 -0.2874 -0.3035
H -1.5337 -3.2825 -4.4670
H -2.4970 -2.1851 -3.4539
H -1.8770 -2.0463 -6.3520
H -3.0605 -1.1154 -5.4418
H -2.3328 0.5745 -4.1863
H -0.8445 1.4228 -4.5907
H 0.3759 0.1057 -3.0811
H -1.2685 -0.2083 -2.4073
C 4.0028 -2.9656 4.3099
C 4.8454 -1.8453 3.7234
O 4.0885 -0.8153 3.1141
C 3.1795 -0.1256 3.9502
C 3.8332 0.5780 5.1275
H 3.3610 -3.4016 3.5426
H 4.6458 -3.7479 4.7143
H 3.3593 -2.6139 5.1178
H 5.4805 -2.2494 2.9349
H 5.5178 -1.4285 4.4816
H 2.3885 -0.8038 4.2934
H 2.6979 0.6186 3.3143
H 4.3161 -0.1242 5.8081
H 3.0855 1.1314 5.6971
H 4.5937 1.2777 4.7779
```

Values from the calculation:
- charge = 0
- E_LUMO (eV) = -0.33
- molar mass (g mol⁻¹) = 394.7
- HOMO-LUMO gap (eV) = 7.91
- SMILES = CN(C)C(=O)C[SiH2]CCCSC(=S)N1CCOCC1.CCOCC

***

2.
Formula: C39H43As2ClEuSi2
Source: the Open Molecules 2025 dataset
Level of theory: ωB97M-V/def2-TZVPD

```
88
Properties=species:S:1:pos:R:3
C 1.5345 -1.9317 0.2324
C 0.5682 -2.0393 -0.8087
C 0.9810 -1.1871 -1.8777
H -0.3080 -2.6891 -0.8055
C 2.1995 -0.5543 -1.4942
C 2.5450 -1.0195 -0.1892
H 3.4627 -0.7913 0.3596
H 1.5306 -2.4902 1.1695
H 0.4717 -1.0611 -2.8326
H 2.7779 0.1421 -2.1070
Eu 0.2685 0.5318 0.1345
Si -3.9754 7.2950 -3.5417
C -5.5058 6.4854 -4.2056
C -6.6825 7.2266 -4.4248
H -6.6932 8.2982 -4.2059
C -7.8247 6.5937 -4.9336
H -8.7349 7.1698 -5.1177
C -7.8076 5.2221 -5.2172
H -8.7009 4.7316 -5.6126
C -6.6369 4.4827 -5.0006
H -6.6091 3.4173 -5.2368
C -5.4910 5.1096 -4.4940
H -4.5770 4.5293 -4.3331
C -2.7596 7.5564 -4.9173
C -3.0134 7.1451 -6.2394
H -3.9821 6.7111 -6.5077
C -2.0174 7.2656 -7.2191
H -2.2132 6.9145 -8.2340
C -0.7721 7.8199 -6.8992
H 0.0096 7.8944 -7.6586
C -0.5330 8.2757 -5.5959
H 0.4321 8.7218 -5.3494
C -1.5177 8.1477 -4.6108
H -1.3286 8.4899 -3.5893
H -3.3728 6.4602 -2.4849
Si -1.5099 1.8903 -1.8894
C -0.2081 2.2751 -3.1737
C -0.3868 2.0278 -4.5526
H -1.3343 1.6317 -4.9225
C 0.6381 2.3151 -5.4681
H 0.4842 2.1463 -6.5386
C 1.8465 2.8696 -5.0255
H 2.6349 3.1219 -5.7388
C 2.0291 3.1356 -3.6591
H 2.9574 3.5944 -3.3193
C 1.0028 2.8620 -2.7514
H 1.1228 3.1529 -1.7083
C -2.9495 1.0454 -2.6925
C -2.8498 -0.3455 -2.9047
H -2.0051 -0.8978 -2.4931
C -3.8391 -1.0256 -3.6227
H -3.7257 -2.0881 -3.8123
C -4.9643 -0.3346 -4.0904
H -5.7180 -0.8642 -4.6730
C -5.1287 1.0161 -3.7807
H -6.0302 1.5470 -4.0893
C -4.1353 1.7044 -3.0731
H -4.2879 2.7488 -2.8055
H -4.3617 8.6000 -2.9708
Cl -2.1473 3.6245 -0.9725
C 0.2920 1.5178 5.1627
As 0.2631 0.9963 3.2767
C 2.1296 1.3521 2.7638
C 0.3967 -0.9718 3.5723
C 1.3858 -1.5298 4.3801
C 1.2667 -2.8725 4.7795
C 0.1669 -3.6307 4.3851
C -0.7856 -3.0936 3.5064
C -0.6508 -1.7806 3.0693
As -1.8006 -1.0714 1.6037
C -2.8719 -2.6545 1.2337
C -3.1232 -0.2258 2.7591
H 0.1683 2.6106 5.2005
H 1.2455 1.2141 5.6125
H -0.5500 1.0230 5.6680
H 2.7392 1.2777 3.6712
H 2.4972 0.6530 1.9916
H 2.1298 2.3928 2.3911
H 2.2327 -0.9281 4.7152
H 2.0308 -3.3241 5.4129
H 0.0482 -4.6532 4.7469
H -1.6186 -3.7039 3.1657
H -3.5135 -2.8637 2.1017
H -3.4771 -2.3912 0.3572
H -2.1981 -3.4947 1.0267
H -2.6173 0.5386 3.3583
H -3.5789 -1.0014 3.3870
H -3.8621 0.2119 2.0807
```

Values from the calculation:
- charge = 0
- 2S+1 = 8
- E_LUMO (alpha / beta) (eV) = 0.27 / -1.51
- molar mass (g mol⁻¹) = 905.2
- HOMO-LUMO gap (alpha / beta) (eV) = 3.74 / 3.92

***

3.
Formula: C3H9N3
Source: the Open Molecules 2025 dataset
Level of theory: ωB97M-V/def2-TZVPD

```
15
Properties=species:S:1:pos:R:3
H 0.1672 -1.1898 -2.3725
N -0.0178 -0.8012 -1.4193
C 0.5352 0.3754 -1.3073
N 0.4647 1.1242 -0.1493
C 0.8559 2.5366 -0.1357
H 1.0218 0.9270 -2.1149
H -0.1173 0.6661 0.5174
H 1.2707 2.8063 0.8566
H 1.6645 2.6517 -0.8901
H 0.0728 3.3123 -0.4124
C -0.8685 -2.4071 1.7222
N -1.9627 -3.0339 1.4313
H -0.2498 -2.7067 2.5626
H -0.4573 -1.5745 1.1607
H -2.3793 -2.6863 0.5508
```

Values from the calculation:
- charge = 0
- E_LUMO (eV) = 0.87
- molar mass (g mol⁻¹) = 87.1
- HOMO-LUMO gap (eV) = 9.98
- SMILES = [H]/N=C/NC.C=N

***

4.
Formula: CH4INS
Source: the Open Molecules 2025 dataset
Level of theory: ωB97M-V/def2-TZVPD

```
8
Properties=species:S:1:pos:R:3
C 0.6509 -0.4597 0.3602
N 0.2996 0.8771 0.0447
S 0.5521 2.0914 1.0097
H 1.1449 -0.9163 -0.5166
H 1.3148 -0.5016 1.1620
H -0.4460 -0.8874 0.6515
I -2.5065 0.1235 -1.4713
H -1.0097 -0.3270 -1.2402
```

Values from the calculation:
- charge = 0
- E_LUMO (eV) = -1.31
- molar mass (g mol⁻¹) = 189.0
- HOMO-LUMO gap (eV) = 7.23
- SMILES = CN=S.I

***

5.
Formula: C34H28CoF5NO3P2
Source: the Open Molecules 2025 dataset
Level of theory: ωB97M-V/def2-TZVPD

```
74
Properties=species:S:1:pos:R:3
Co -0.6781 -0.6295 0.4889
C -1.4390 -3.5687 2.8358
C -0.2277 -2.7800 2.3763
C 0.9612 -2.9237 3.3045
O -0.5863 -1.3550 2.2963
C 0.1489 -3.2044 0.9470
O 0.6001 -4.3058 0.7591
O -0.0824 -2.3245 0.0020
H -1.7216 -3.2814 3.8515
H -1.1928 -4.6288 2.8349
H -2.2868 -3.4123 2.1666
H 0.6952 -2.6189 4.3180
H 1.8020 -2.3227 2.9543
H 1.2749 -3.9660 3.3174
H -1.2585 -1.1194 2.9473
N 1.0389 0.8447 -1.1671
P -0.5014 0.2350 -1.5471
C -0.3833 -0.8102 -2.9992
C -0.7371 -2.1563 -2.9637
C -0.6354 -2.9191 -4.1195
C -0.1781 -2.3459 -5.2955
C 0.1734 -1.0006 -5.3333
C 0.0626 -0.2298 -4.1908
C -1.5279 1.6252 -2.0259
C -2.6232 1.4105 -2.8602
C -3.5131 2.4452 -3.1056
C -3.3088 3.6888 -2.5254
C -2.2109 3.9076 -1.7013
C -1.3238 2.8763 -1.4441
P 1.3125 0.2245 0.3656
C 2.6814 -0.9364 0.2804
C 3.7297 -0.9043 1.2011
C 4.7627 -1.8239 1.1024
C 4.7586 -2.7669 0.0863
C 3.7263 -2.7913 -0.8432
C 2.6878 -1.8840 -0.7490
C 1.7842 1.5231 1.4930
C 2.0702 2.7998 1.0221
C 2.4405 3.7929 1.9169
C 2.5194 3.5107 3.2721
C 2.2309 2.2352 3.7428
C 1.8595 1.2405 2.8570
H 1.7435 1.1634 -1.8203
H -1.0691 -2.6083 -2.0408
H -0.9108 -3.9647 -4.0953
H -0.0977 -2.9463 -6.1919
H 0.5212 -0.5539 -6.2548
H 0.3053 0.8268 -4.2309
H -2.7873 0.4386 -3.3089
H -4.3670 2.2782 -3.7479
H -4.0071 4.4929 -2.7160
H -2.0524 4.8800 -1.2539
H -0.4817 3.0386 -0.7821
H 3.7553 -0.1602 1.9845
H 5.5737 -1.7962 1.8173
H 5.5642 -3.4855 0.0148
H 3.7228 -3.5279 -1.6348
H 1.8755 -1.9281 -1.4620
H 2.0000 3.0256 -0.0345
H 2.6640 4.7871 1.5546
H 2.8032 4.2888 3.9680
H 2.2853 2.0223 4.8018
H 1.6078 0.2522 3.2253
F -3.1847 -0.5544 -0.4183
C -3.1044 0.5698 0.3533
C -1.8919 0.8205 0.9729
C -1.8786 1.9486 1.7698
F -0.7838 2.2883 2.4715
C -2.9650 2.8047 1.8827
F -2.8890 3.8945 2.6437
C -4.1345 2.5298 1.1956
F -5.1749 3.3473 1.2890
C -4.2142 1.3846 0.4188
F -5.3319 1.0928 -0.2398
```

Values from the calculation:
- charge = +1
- E_LUMO (alpha / beta) (eV) = -4.02 / -4.02
- molar mass (g mol⁻¹) = 714.5
- HOMO-LUMO gap (alpha / beta) (eV) = 7.75 / 7.75

***

6.
Formula: C3H5NO2
Source: the Open Molecules 2025 dataset
Level of theory: ωB97M-V/def2-TZVPD

```
11
Properties=species:S:1:pos:R:3
C 0.7565 0.2551 1.4852
N 0.1606 -0.1952 0.2427
C -0.4896 0.6190 -0.5969
O -0.7229 1.8067 -0.4699
C -0.9745 -0.6936 -2.2090
O -0.5021 -1.7343 -1.9240
H 0.5419 1.3221 1.5827
H 0.3282 -0.2778 2.3415
H 1.8417 0.1051 1.4756
H 0.2758 -1.1563 -0.0539
H -1.2366 0.3663 -2.0798
```

Values from the calculation:
- charge = 0
- E_LUMO (eV) = 0.26
- molar mass (g mol⁻¹) = 87.1
- HOMO-LUMO gap (eV) = 8.04